Entry 1:
Density functional theory data (ωB97M-V/def2-TZVPD) for a 2-piece molecular cluster, C10H16 overall.

```
26
Properties=species:S:1:pos:R:3:forces:R:3:mulliken_charge:R:1
C -2.009683 0.059948 1.554736 -2.5473 -3.2748 -1.3554 -1.299
C -1.879952 0.193103 0.025234 1.8064 1.6398 0.2556 0.735
C -0.833740 1.065027 -0.555827 -2.1155 -1.6264 0.4800 -0.360
C -0.741662 1.116118 -1.945807 0.3197 2.2147 0.0390 -0.457
C -1.457403 0.241687 -2.794007 0.0279 -0.0985 1.5237 -0.519
C -2.400137 -0.583670 -2.228930 -0.9903 -0.0903 1.3713 -0.398
C -2.620340 -0.568414 -0.836202 -1.3301 -0.3654 0.0591 -0.277
H -2.076839 -1.086654 1.724941 0.0917 1.8200 0.0351 0.268
H -2.791915 0.499417 2.210983 0.0958 0.1126 -1.2133 0.316
H -1.119601 0.353697 1.913102 3.2239 1.0357 1.6795 0.356
H -0.178155 1.655817 0.105130 -0.6061 -0.1023 -0.4837 0.366
H -0.307389 2.114049 -2.336536 0.1062 -2.2539 0.1790 0.246
H -1.218569 0.110723 -3.808659 0.0585 0.5273 -1.3114 0.436
H -3.166618 -1.174026 -2.727976 0.7627 -0.0536 -0.7036 0.316
H -3.491792 -1.148295 -0.413890 1.1340 0.5046 -0.5391 0.273
C 2.938632 -0.811236 0.588454 0.9571 -1.0277 -2.2211 -0.986
C 3.997555 -0.407715 1.659096 -0.5629 -0.5435 0.9029 -0.196
C 3.079999 -0.003786 2.861593 0.7688 0.7455 -1.1461 -1.078
H 3.183813 -1.851283 0.155180 0.1456 1.9057 -0.2191 0.280
H 1.879031 -1.011260 0.779667 0.1946 0.3811 1.4605 0.292
H 2.825156 0.035995 -0.144039 0.5681 -1.2145 0.0315 0.241
H 4.654659 0.458184 1.336691 -0.9991 -0.9241 0.2129 0.247
H 4.753914 -1.236397 1.933852 -1.4963 1.0092 -0.4717 0.274
H 2.701346 0.997967 2.597108 -0.4794 -0.4669 0.0195 0.251
H 3.660526 0.206276 3.730725 0.2199 -0.3698 1.0815 0.360
H 2.252826 -0.730573 2.973679 0.6461 0.5154 0.3334 0.313
```
Forces are in eV/Å.

Summary:
Total charge: 0
Kohn-Sham gap: 9.96 eV
Energy above the lowest of the compared OMol25 structures with the same formula, charge and spin: 52.4 kcal per mole
Structure (SMILES): Cc1ccccc1.CCC
DFT total energy: -10627.4712 eV



Entry 2:
Density functional theory data (ωB97M-V/def2-TZVPD) for C5H12O in the gas phase.

```
18
Properties=species:S:1:pos:R:3:forces:R:3:mulliken_charge:R:1
C -0.081280 -0.892400 -2.548408 0.0309 -0.0013 -0.0243 -1.261
C -0.586565 -0.785928 -1.123246 -0.2201 -0.0858 -0.1428 -0.113
O 0.436841 -0.214725 -0.340910 0.0531 0.0218 0.0216 -0.331
C 0.071596 0.066153 1.001891 -0.0269 0.0324 0.1912 0.608
C 1.366773 0.179772 1.789708 0.0277 0.0006 0.0204 -1.430
C -0.754842 1.346570 1.091479 -0.0398 0.0928 -0.0359 -1.309
H 0.836430 -1.487879 -2.581591 -0.1346 0.0751 -0.0022 0.298
H 0.141253 0.104040 -2.942762 -0.0274 -0.1493 0.0378 0.300
H -0.830685 -1.365173 -3.191242 0.0934 0.0619 0.0927 0.388
H -1.499534 -0.169760 -1.094466 0.1473 -0.0773 0.0051 0.219
H -0.853269 -1.781288 -0.727800 0.0578 0.1431 -0.0333 0.280
H -0.519799 -0.777753 1.398133 0.0847 0.0895 -0.0737 0.251
H 1.160841 0.356644 2.850532 0.0246 -0.0241 -0.1483 0.406
H 1.965471 1.013926 1.407930 -0.0857 -0.1016 0.0395 0.331
H 1.954938 -0.737026 1.691200 -0.0853 0.1150 0.0206 0.332
H -1.718071 1.252109 0.578861 0.1539 0.0073 0.0825 0.321
H -0.199157 2.171316 0.628370 -0.0822 -0.1342 0.1003 0.316
H -0.956927 1.606635 2.136625 0.0286 -0.0656 -0.1514 0.393
```
Forces are in eV/Å.

Summary:
Total charge: 0
Kohn-Sham gap: 10.86 eV
Energy above the lowest of the compared OMol25 structures with the same formula, charge and spin: 9.2 kcal per mole
Structure (SMILES): CCOC(C)C
DFT total energy: -7426.9106 eV



Entry 3:
Density functional theory data (ωB97M-V/def2-TZVPD) for a 3-piece molecular cluster, C20H44N9O4P3 overall.

```
80
Properties=species:S:1:pos:R:3:forces:R:3:mulliken_charge:R:1
N 5.280245 6.842518 1.451062 -0.2393 -0.2819 -0.0429 -0.795
P 4.070123 6.573689 0.548005 1.3352 -0.0976 0.6039 1.040
O 2.686392 7.237154 1.044083 -0.2662 -0.2805 -0.6908 -0.576
O 4.259734 7.245057 -0.892691 -0.7582 -0.0041 0.1501 -0.531
C 3.732792 4.787719 0.265458 -0.2948 0.8789 0.0797 0.195
C 2.397915 4.317878 0.123310 0.1937 -0.2322 -0.1114 -0.128
N 2.106446 3.065991 -0.110445 0.1887 0.2213 -0.0317 -0.432
C 3.179139 2.235577 -0.210641 -0.2272 0.1300 0.0336 0.216
C 2.960897 0.870466 -0.496618 -0.3922 -0.2782 -0.0092 -0.605
C 3.998043 -0.002514 -0.588148 0.2251 0.2865 0.0432 -0.398
C 5.323144 0.468501 -0.383410 -0.3627 -0.5304 -0.1701 -0.622
C 5.556892 1.779219 -0.124024 0.4829 0.0986 0.1079 -0.435
C 4.495581 2.710515 -0.033505 0.4911 -0.3785 -0.0492 0.259
N 4.789580 4.015141 0.209744 -0.8255 -0.2561 -0.0985 -0.513
H 5.711947 5.982533 1.765935 0.2153 0.1351 0.0556 0.279
H 2.128834 6.597068 1.499931 0.0108 0.1819 0.2634 0.317
H 3.399903 7.401368 -1.307380 0.1314 0.1440 -0.1827 0.319
H 1.575233 5.022274 0.196383 -0.0868 -0.0848 -0.0542 0.462
H 1.941262 0.528454 -0.626198 -0.0376 0.1037 -0.0012 0.631
H 3.806140 -1.041114 -0.820545 0.0758 -0.0310 0.0546 0.495
H 6.130937 -0.248198 -0.445207 0.1258 0.1222 0.0157 0.374
H 6.568353 2.134568 0.023388 -0.0373 0.1175 0.0111 0.466
C -1.085314 2.132658 4.259492 -0.4024 0.3294 -0.2237 -0.900
N -0.502991 1.213902 3.309254 0.4175 -0.4265 0.3504 -0.037
C 0.600975 1.824693 2.583925 0.0948 -0.0799 -0.3222 -1.414
P -1.330719 0.077610 2.345790 -1.7022 -0.2221 5.7061 1.233
O -0.292261 -0.979722 2.172989 -0.0167 1.0622 -2.9042 -0.881
N -2.507270 -0.825657 3.272309 0.0763 0.1564 0.3856 0.249
C -2.526615 -0.726842 4.724983 -0.0419 0.1950 0.1028 -1.187
C -2.548956 -2.239327 2.893812 0.0972 -0.0496 -0.2362 -0.836
N -2.520929 1.172454 1.681494 1.3087 -0.6678 -2.7831 -0.004
C -3.854964 1.293126 2.241045 -0.2448 -0.1565 0.3703 -0.896
C -2.609141 1.031938 0.211238 0.1829 0.0384 -0.0617 -1.036
H -1.605239 2.978085 3.781245 0.0015 -0.0120 0.0023 0.292
H -0.291622 2.544276 4.886843 0.0953 -0.0067 -0.1116 0.364
H -1.772882 1.642170 4.939578 -0.0310 0.0059 -0.1199 0.184
H 0.243168 2.570057 1.858203 0.0884 0.0809 0.0557 0.416
H 1.165683 1.067351 2.039009 -0.0695 -0.0314 0.0035 0.238
H 1.299553 2.310863 3.268246 -0.1145 0.0081 0.1152 0.470
H -1.531786 -0.852838 5.172605 -0.0390 0.0184 0.0697 0.355
H -3.183335 -1.495612 5.135395 0.0538 -0.1204 -0.1272 0.384
H -2.958130 0.216242 5.062994 0.0658 -0.0004 -0.0408 0.298
H -1.742573 -2.819502 3.357720 0.0264 -0.0004 -0.0588 0.316
H -2.471184 -2.362643 1.813749 -0.0326 0.0138 0.0088 0.055
H -3.504712 -2.667349 3.204160 -0.0339 0.0970 0.0473 0.414
H -4.439361 0.371847 2.187617 0.0355 -0.0061 0.0351 0.282
H -4.381013 2.065443 1.674023 0.1698 0.0426 -0.0913 0.395
H -3.826677 1.641588 3.272667 0.0834 -0.1814 0.0584 0.299
H -3.081839 0.087318 -0.086093 -0.0510 0.0462 -0.0692 0.411
H -1.607258 1.059365 -0.228581 -0.0135 0.0009 0.0380 0.156
H -3.173972 1.857776 -0.223016 -0.0181 0.0396 0.0908 0.442
C -1.352798 -5.332207 -3.740568 0.2936 0.2057 -0.4270 -0.841
N -2.205085 -4.391970 -3.047333 -0.2101 -0.2905 0.4550 0.113
C -3.545403 -4.387438 -3.619237 -0.2243 0.3374 0.1263 -1.152
P -1.733537 -2.870162 -2.443958 3.7378 -4.3456 1.6203 0.810
O -2.667212 -2.696415 -1.290392 -1.3371 2.4974 -1.8348 -0.859
N -0.224142 -2.955235 -1.570819 0.1070 -0.3619 -0.1200 0.598
C 0.365258 -4.242112 -1.229988 0.0676 -0.1458 -0.1704 -1.300
C -0.238537 -2.113267 -0.369229 -0.1190 0.0673 -0.3341 -1.594
N -0.982929 -2.273681 -3.912000 -2.2053 2.2472 0.0664 0.032
C 0.449325 -2.352867 -4.131890 0.3789 -0.1953 0.1991 -0.769
C -1.458124 -0.914297 -4.241017 -0.2440 -0.0986 -0.0340 -0.980
H -1.129285 -5.031280 -4.775893 -0.0073 0.0026 0.0112 0.288
H -1.852539 -6.302278 -3.778503 -0.1314 0.0652 -0.0053 0.394
H -0.417874 -5.503391 -3.218653 -0.0276 0.1113 -0.0501 0.136
H -3.566436 -3.908882 -4.610572 -0.0160 -0.1158 -0.0411 0.336
H -4.236162 -3.852760 -2.966729 0.0698 0.0295 0.0274 0.283
H -3.920748 -5.406448 -3.719421 0.1154 -0.0458 -0.0063 0.385
H -0.356577 -4.933095 -0.774864 0.0657 -0.0539 -0.0001 0.373
H 1.183456 -4.093195 -0.523230 -0.1034 0.1374 0.0961 0.335
H 0.827720 -4.720698 -2.094672 -0.0721 0.0090 0.0075 0.365
H -0.746244 -2.585323 0.468930 -0.0214 -0.0040 0.0114 0.491
H -0.736850 -1.164561 -0.573007 0.0145 -0.0396 0.0414 0.088
H 0.783533 -1.887275 -0.061570 0.0433 -0.0910 -0.0486 0.538
H 1.037369 -1.781294 -3.409147 -0.0167 -0.0460 0.0253 0.190
H 0.652453 -1.954979 -5.129498 -0.1933 0.0051 -0.0324 0.414
H 0.797069 -3.384838 -4.141379 -0.0340 -0.0099 0.2088 0.245
H -1.062426 -0.159784 -3.548324 0.0475 0.0586 -0.0960 0.288
H -2.549773 -0.875004 -4.191887 0.0292 -0.0034 0.0367 0.337
H -1.171668 -0.638398 -5.256335 0.0583 -0.0649 0.0001 0.377
```
Forces are in eV/Å.

Summary:
Total charge: 0
Kohn-Sham gap: 7.52 eV
Structure (SMILES): N=P(O)(O)c1cnc2ccccc2n1.CN(C)P(=O)(N(C)C)N(C)C.CN(C)P(=O)(N(C)C)N(C)C
DFT total energy: -70920.7253 eV



- What is the formula in the third record?
  C20H44N9O4P3